(1)
Cd2N2O6 as an isolated structure in a non-equilibrium geometry. Source: OMol25; level of theory: ωB97M-V/def2-TZVPD.

Net charge: +2
Lowest unoccupied orbital energy (eV): -12.8
ΔE to the lowest compared entry with this formula, charge and spin (eV): 3.369
E_tot (Ha): -895.08061

Geometry (Å):
Cd: 2.354 -3.393 3.942
Cd: -4.660 0.484 4.885
N: 1.861 1.309 -4.067
O: 2.893 0.840 -4.427
O: 0.721 0.576 -4.101
O: 1.652 2.389 -3.631
N: -1.204 -0.533 1.844
O: -0.671 -0.002 0.849
O: -2.355 -0.289 2.088
O: -0.591 -1.381 2.618

Atoms 1-3, force components in eV/Å:
Cd -0.1 0.1 -0.2
Cd 0.2 -0.1 -0.3
N -2.0 -3.1 -0.6

=====

(2)
A 2-piece molecular cluster, C3H4NOS2 overall in a non-equilibrium geometry. Source: OMol25; level of theory: ωB97M-V/def2-TZVPD.

Net charge: +1
Lowest unoccupied orbital energy (eV): -5.5
ΔE to the lowest compared entry with this formula, charge and spin (eV): 3.049
E_tot (Ha): -1042.66597

Geometry (Å):
C: -0.764 1.115 -0.265
C: -2.011 -1.492 0.066
C: 2.365 0.239 0.327
N: -0.345 -0.078 -0.179
O: -2.915 -1.053 -0.450
S: 3.826 0.157 -0.439
S: 1.108 -0.866 -0.253
H: -0.107 1.985 -0.731
H: -1.753 1.370 0.050
H: -1.470 -2.171 0.578
H: 2.066 0.792 1.295

Atoms 1-3, force components in eV/Å:
C 2.7 1.7 -1.5
C -1.2 4.0 -2.4
C 1.1 0.5 0.1

=====

(3)
C32H25Co2O7Si as an isolated structure in a non-equilibrium geometry. Source: OMol25; level of theory: ωB97M-V/def2-TZVPD.

Net charge: -1
Lowest unoccupied orbital energy (eV): 2.2
ΔE to the lowest compared entry with this formula, charge and spin (eV): 0.000
E_tot (Ha): -4816.13382

Geometry (Å):
C: -1.442 -1.817 -4.464
C: -0.866 -0.565 -4.220
C: 0.129 -0.421 -3.244
C: 0.518 -1.525 -2.470
Si: 1.705 -1.341 -1.056
C: 2.869 -2.776 -1.059
C: 3.279 -3.374 -2.262
C: 4.201 -4.431 -2.242
C: 4.713 -4.892 -1.023
C: 4.297 -4.299 0.177
C: 3.374 -3.245 0.160
C: 2.650 0.250 -1.170
C: 3.846 0.305 -1.906
C: 4.522 1.523 -2.057
C: 4.015 2.688 -1.468
C: 2.844 2.624 -0.703
C: 2.177 1.404 -0.535
O: 0.850 -1.339 0.419
C: -0.484 -1.329 0.562
C: -1.211 -2.372 1.052
C: -2.651 -2.187 0.774
C: -2.725 -0.833 0.011
C: -1.345 -0.175 0.115
C: -0.017 -2.788 -2.756
C: -0.999 -2.932 -3.745
H: -2.224 -1.926 -5.221
H: -1.183 0.310 -4.789
H: 0.611 0.549 -3.086
H: 2.883 -3.016 -3.218
H: 4.513 -4.886 -3.184
H: 5.437 -5.712 -1.005
H: 4.688 -4.653 1.133
H: 3.049 -2.782 1.098
H: 4.241 -0.605 -2.364
H: 5.443 1.556 -2.641
H: 4.529 3.643 -1.606
H: 2.432 3.519 -0.236
H: 1.281 1.356 0.089
H: -0.788 -3.262 1.507
H: -3.069 -2.986 0.143
H: -3.281 -2.139 1.674
H: -2.926 -1.037 -1.050
H: -3.515 -0.175 0.400
H: -1.366 0.604 0.898
H: -1.016 0.293 -0.824
H: 0.338 -3.664 -2.204
H: -1.409 -3.923 -3.944
O: -6.150 1.441 3.613
C: -5.473 2.369 3.442
Co: -4.302 3.599 3.066
C: -4.112 3.261 1.356
O: -3.961 2.937 0.252
C: -5.228 5.067 3.412
O: -5.880 6.005 3.613
C: -2.766 2.799 4.115
C: -1.894 1.875 3.538
C: -1.580 0.571 3.438
Co: -1.446 3.566 3.175
C: -0.874 3.412 1.503
O: -0.504 3.296 0.405
C: 0.123 3.861 3.977
O: 1.177 4.111 4.376
C: -1.967 5.282 3.100
O: -2.161 6.414 2.955
H: -3.050 2.827 5.180
H: -0.530 0.288 3.372
H: -2.337 -0.197 3.650

Atoms 1-3, force components in eV/Å:
C 0.2 0.0 0.2
C 0.2 0.0 0.1
C -0.3 -0.3 -0.2

=====

(4)
C39H31BiN6O2PS2 as an isolated structure. Source: OMol25; level of theory: ωB97M-V/def2-TZVPD.

Net charge: -1
Lowest unoccupied orbital energy (eV): 2.1
ΔE to the lowest compared entry with this formula, charge and spin (eV): 0.000
E_tot (Ha): -3336.12220

Geometry (Å):
Bi: -0.199 0.963 0.062
C: 0.332 2.721 -2.933
C: -0.205 1.329 -3.074
N: 0.606 0.357 -2.898
N: 0.178 -0.913 -3.173
C: -0.381 -1.654 -2.317
S: -0.915 -1.392 -0.655
S: -0.882 -3.282 -2.881
C: -2.237 -2.693 -3.955
C: -3.063 -3.853 -4.431
C: -3.764 -4.647 -3.525
C: -4.515 -5.724 -3.965
C: -4.578 -6.026 -5.320
C: -3.887 -5.240 -6.229
C: -3.132 -4.163 -5.785
C: -1.662 1.144 -3.314
C: -2.185 0.805 -4.553
C: -3.540 0.551 -4.705
C: -4.366 0.621 -3.587
C: -3.859 0.970 -2.348
C: -2.497 1.266 -2.184
O: -2.033 1.674 -1.012
H: 1.383 2.704 -2.648
H: -0.252 3.273 -2.193
H: 0.226 3.247 -3.885
H: -1.795 -2.155 -4.791
H: -2.838 -1.993 -3.371
H: -3.709 -4.413 -2.469
H: -5.052 -6.333 -3.249
H: -5.162 -6.871 -5.663
H: -3.931 -5.467 -7.287
H: -2.590 -3.551 -6.496
H: -1.516 0.725 -5.403
H: -3.945 0.286 -5.673
H: -5.423 0.399 -3.685
H: -4.498 1.034 -1.476
N: -4.904 1.042 6.060
C: -4.202 1.029 5.149
C: -3.320 1.010 4.012
C: -3.648 0.245 2.893
C: -2.786 0.215 1.811
C: -1.592 0.931 1.833
C: -1.286 1.712 2.945
C: -2.143 1.753 4.036
H: -4.576 -0.312 2.880
H: -3.049 -0.372 0.937
H: -0.379 2.304 2.969
H: -1.906 2.359 4.901
O: 3.268 1.261 0.541
N: 3.702 2.092 -0.284
C: 3.115 3.293 -0.262
C: 3.558 4.288 -1.178
N: 3.898 5.116 -1.904
C: 2.069 3.602 0.654
N: 1.216 3.868 1.386
C: 0.028 -1.805 2.831
P: 1.314 -0.771 2.004
C: 2.433 -2.074 1.378
C: 3.817 -1.938 1.460
C: 4.647 -2.957 1.022
C: 4.108 -4.119 0.485
C: 2.732 -4.249 0.372
C: 1.898 -3.232 0.814
C: 2.188 -0.167 3.496
C: 2.661 -1.068 4.451
C: 3.304 -0.613 5.590
C: 3.488 0.750 5.787
C: 3.021 1.651 4.844
C: 2.373 1.193 3.703
H: 0.458 -2.687 3.307
H: -0.721 -2.126 2.106
H: -0.472 -1.193 3.583
H: 4.240 -1.020 1.846
H: 5.721 -2.839 1.093
H: 4.760 -4.915 0.146
H: 2.301 -5.142 -0.063
H: 0.827 -3.336 0.699
H: 2.538 -2.134 4.299
H: 3.665 -1.324 6.324
H: 3.997 1.106 6.675
H: 3.167 2.715 4.983
H: 2.022 1.901 2.966

Atoms 1-3, force components in eV/Å:
Bi 0.1 0.3 -0.2
C 0.0 0.0 0.0
C 0.0 0.1 0.0